{"formula": "C3H4N2S", "method": "ωB97M-V/def2-TZVPD", "homo_ev": [-8.6, -8.6], "total_energy_ha": -624.2402, "homo_lumo_gap_ev": [8.115, 8.109], "relative_energy_kj_mol": 487.25, "symbols": ["C", "C", "C", "N", "N", "S", "H", "H", "H", "H"], "positions_angstrom": [[0.46740, -2.16812, -1.14613], [0.98694, 1.22566, -0.08013], [-0.13659, 1.05967, 0.56534], [1.58519, -2.25900, -1.39396], [-1.78581, -0.81277, 0.57964], [-1.30841, 0.38528, 1.50295], [1.98878, 0.67576, 0.14368], [1.07239, 1.79884, -0.86754], [-2.61656, -1.32293, 0.84631], [-0.52329, -2.09950, -0.86312]], "lowdin_charge": [-0.09, -0.04, -0.42, 0.05, -0.45, 0.88, 0.12, -0.01, -0.03, -0.01]}